{"formula": "C6H14NO", "method": "ωB97M-V with the def2-TZVPD basis set", "homo_ev": -2.6, "charge": -1, "orbital_gap_ev": 3.96, "e_above_lowest_kj_mol": 713.5, "total_energy_ha": -366.72989, "symbols": ["O", "N", "C", "C", "C", "C", "C", "C", "H", "H", "H", "H", "H", "H", "H", "H", "H", "H", "H", "H", "H", "H"], "xyz": [[-0.81177, 4.18313, -0.00403], [-0.04956, -1.47767, 1.00579], [-0.87520, 2.88146, 0.30197], [0.04035, -2.38259, -0.14970], [0.38193, -3.78435, 0.37835], [-0.06332, 2.01479, -0.72518], [0.64746, 0.78345, -0.19442], [-0.41979, -0.13729, 0.49929], [-0.45134, -4.03933, 1.19869], [1.60853, 3.29850, -1.07635], [0.84094, -2.09429, -0.86386], [1.27138, -3.82457, 1.08303], [-2.00242, 2.50147, 0.31406], [-1.40920, -0.11557, -0.20430], [1.50994, 1.12506, 0.38619], [0.80820, 2.83474, -0.88640], [1.13704, 0.10153, -0.91834], [-0.80139, 0.52936, 1.35849], [-0.92192, -2.47316, -0.69003], [-0.46688, 2.04183, -1.74224], [0.46562, -4.58481, -0.38970], [-0.43863, 2.61831, 1.31868]], "atomic_forces_ev_per_a": [[-0.5, -0.4, 0.3], [-0.1, 2.1, -2.3], [0.9, 1.1, 0.0], [0.5, -0.2, 1.5], [-1.0, -0.8, 2.7], [-1.0, -2.7, 0.8], [0.2, 0.0, -1.6], [-2.9, -0.7, 2.1], [1.3, 0.2, -2.0], [-1.6, -0.3, 0.3], [-0.2, 0.1, -0.1], [-0.5, 0.4, -1.3], [1.7, -0.2, -0.5], [2.0, -0.3, 0.9], [-0.6, -0.2, 0.9], [2.4, 1.8, -0.3], [-0.4, 0.7, -0.4], [0.5, -1.2, -0.8], [0.1, 0.2, -0.3], [-0.1, -0.3, 0.2], [-0.2, 0.5, 0.5], [-0.5, 0.1, -0.6]]}